1.
106
Properties=species:S:1:pos:R:3:lowdin_charge:R:1 method="wB97M-V/def2-TZVPD" spin_multiplicity=5 de_lowest_kcal_mol=0.0 s2=6.01 orbital_gap_ev="6.515 / 6.728"
Cr -0.40984 0.36221 -0.01167 0.55
C -0.35517 -1.06357 5.60858 -0.03
N 0.18661 -0.59892 4.28868 -0.13
C 1.63368 -0.64261 4.23913 -0.06
C -0.57823 -0.17511 3.23706 -0.37
N -0.16080 0.62077 2.24224 0.03
C 0.89869 1.57802 2.51617 -0.24
C 0.74625 2.83523 1.61198 -0.14
N 0.75531 2.52402 0.12141 -0.16
C -0.16389 3.47649 -0.57065 -0.18
C -1.64588 3.12977 -0.32722 -0.25
N -1.88935 1.80327 -0.82565 -0.01
C -2.89076 1.63603 -1.70763 -0.34
N -2.81381 0.66211 -2.68916 -0.10
C -4.06432 0.32825 -3.37734 -0.06
C -1.58835 0.01628 -3.18253 -0.04
N -4.01356 2.42489 -1.60510 -0.15
C -4.44094 2.95823 -0.30805 -0.06
C -4.67415 3.04420 -2.76748 -0.06
C 2.14653 2.81630 -0.45277 -0.16
C 3.31089 2.17392 0.28501 -0.24
N 2.95699 0.78964 0.34510 0.09
C 3.73734 -0.22729 0.29826 -0.37
N 5.05278 -0.18886 0.70238 -0.14
C 5.54929 0.94001 1.49404 -0.06
C 6.08231 -1.11745 0.34132 -0.07
N 3.22116 -1.44125 -0.11502 -0.01
C 1.64187 -2.85880 -1.36152 -0.19
C 3.32646 -2.60582 0.76437 -0.05
N -1.88940 -0.62591 3.27842 -0.15
C -2.01826 -2.07741 3.42634 -0.07
C -3.04289 0.06633 2.69650 -0.05
H 0.07318 -0.40747 6.37556 0.09
H -1.42161 -0.90999 5.64222 0.07
H -0.08917 -2.10207 5.74364 0.09
H 1.94845 -1.43936 4.93044 0.09
H 1.99341 -0.89274 3.21008 0.10
H 2.07099 0.31270 4.55230 0.08
H 0.82808 1.93617 3.55618 0.12
H 1.89588 1.16036 2.41527 0.07
H -0.19957 3.32837 1.88008 0.11
H 1.55962 3.56439 1.79342 0.12
H 0.09672 4.50427 -0.24480 0.13
H 0.03721 3.42858 -1.62967 0.11
H -1.83528 3.10319 0.77116 0.10
H -2.23351 3.93230 -0.78858 0.12
H -4.88908 0.49154 -2.66197 0.08
H -4.21879 0.98451 -4.27377 0.09
H -4.07678 -0.71312 -3.70507 0.10
H -1.39978 -0.96023 -2.70907 0.05
H -1.70681 -0.12866 -4.25579 0.09
H -0.71930 0.61281 -2.91522 0.06
H -3.80494 2.66640 0.54245 0.08
H -4.51034 4.06309 -0.35717 0.09
H -5.45961 2.57866 -0.09031 0.10
H -5.00093 4.05072 -2.49089 0.08
H -3.95795 3.17830 -3.59319 0.10
H -5.56997 2.51682 -3.13824 0.08
H 2.14426 2.45269 -1.48777 0.11
H 2.22380 3.89931 -0.48779 0.11
H 4.24296 2.36782 -0.29760 0.12
H 3.41560 2.62061 1.30550 0.10
H 4.85075 1.24283 2.27727 0.09
H 6.45233 0.62364 2.00024 0.08
H 5.77386 1.82674 0.86557 0.08
H 5.72290 -1.89558 -0.31345 0.08
H 6.89674 -0.57419 -0.17780 0.10
H 6.50074 -1.51150 1.26549 0.08
H 0.93827 -2.77546 -2.19516 0.13
H 2.52597 -4.37397 -2.34157 0.11
H 1.07769 -3.08818 -0.43688 0.09
H 3.92375 -2.27240 1.64566 0.10
H 2.33600 -2.94848 1.10532 0.09
H 3.78944 -3.43131 0.23233 0.07
H -1.06375 -2.57253 3.13769 0.11
H -2.31110 -2.34945 4.42956 0.06
H -2.79038 -2.44909 2.71424 0.09
H -2.78330 1.13166 2.62835 0.08
H -3.27455 -0.27627 1.68048 0.04
H -3.90266 -0.05980 3.33118 0.08
S -1.62019 -1.88183 -0.11301 0.64
C -3.29757 -2.39290 -0.12752 -0.67
C -3.46095 -3.81363 -0.13090 -0.15
C -4.71408 -4.41825 -0.05154 -0.10
C -5.88797 -3.62323 -0.08551 -0.12
C -5.73804 -2.25030 -0.15183 -0.12
C -4.48154 -1.61944 -0.15346 -0.14
H -2.59160 -4.43000 -0.27264 0.08
H -4.85709 -5.48628 -0.00885 0.09
H -6.86133 -4.07786 -0.06328 0.08
H -6.64659 -1.63340 -0.15461 0.10
H -4.46737 -0.55029 -0.22980 0.07
O 2.69525 -3.78774 -1.57278 -0.09
C 2.13225 -1.41125 -1.15206 -0.48
O 1.02160 -0.72190 -0.72545 -0.35
C 2.73368 -0.90041 -2.51886 -0.08
C 2.19094 0.19443 -3.20072 -0.04
C 2.83783 0.76645 -4.30716 -0.10
C 4.01288 0.24267 -4.81127 -0.10
C 4.47874 -0.94567 -4.22440 -0.09
C 3.87017 -1.52150 -3.11581 -0.03
H 1.30835 0.70985 -2.80725 0.08
H 2.37687 1.63744 -4.77977 0.10
H 4.54648 0.72348 -5.61045 0.09
H 5.35822 -1.44809 -4.60904 0.09
H 4.35507 -2.36999 -2.65715 0.10

***

2.
99
Properties=species:S:1:pos:R:3:lowdin_charge:R:1 method="wB97M-V/def2-TZVPD" spin_multiplicity=1 de_lowest_kcal_mol=0.0 smiles="CCCCCCCCCCCc1ccc2nccnc2c1.CC(C)=O.CC(C)=O.CC(C)=O.CC(C)=O.CC(C)=O" orbital_gap_ev=8.863
C 2.93411 5.49872 1.76234 -0.12
C 1.62556 5.96438 1.12544 -0.26
C 1.18390 5.16093 -0.10649 -0.21
C 1.28743 3.62808 0.00971 -0.19
C -0.04240 2.87732 -0.23575 -0.19
C 0.01231 1.87676 -1.39492 -0.21
C 0.52756 0.49740 -0.99440 -0.22
C -0.48318 -0.29536 -0.16554 -0.21
C -0.20344 -1.80126 -0.06535 -0.20
C 1.24819 -2.19897 0.21600 -0.17
C 1.64240 -3.59058 -0.34498 -0.14
C 2.93785 -3.54279 -1.10279 -0.21
C 2.91963 -3.23062 -2.48745 -0.03
C 4.06401 -3.12814 -3.21740 -0.02
C 5.31155 -3.32943 -2.60009 -0.22
N 6.45748 -3.22661 -3.32764 0.12
C 7.57803 -3.42582 -2.69135 -0.12
C 7.61335 -3.74158 -1.30380 -0.12
N 6.53616 -3.85047 -0.57772 0.12
C 5.34958 -3.64242 -1.21628 -0.21
C 4.14696 -3.74414 -0.49520 0.03
H 3.33803 6.26407 2.42327 0.07
H 3.67444 5.25818 0.99760 0.08
H 2.79123 4.60007 2.36242 0.06
H 1.74739 7.00649 0.81813 0.10
H 0.82760 5.96486 1.87234 0.10
H 0.13804 5.41057 -0.29963 0.08
H 1.75043 5.51241 -0.97103 0.11
H 1.67149 3.35158 0.99017 0.09
H 2.00910 3.26790 -0.72637 0.11
H -0.84167 3.58908 -0.44780 0.08
H -0.33337 2.36097 0.68145 0.10
H 0.62704 2.30313 -2.19191 0.11
H -0.99382 1.76272 -1.80783 0.09
H 1.45983 0.61096 -0.43113 0.11
H 0.78940 -0.07531 -1.89043 0.11
H -0.56800 0.14106 0.83308 0.11
H -1.46532 -0.16815 -0.63136 0.11
H -0.54823 -2.28024 -0.98526 0.11
H -0.82700 -2.21135 0.73285 0.11
H 1.40077 -2.22172 1.29693 0.11
H 1.93664 -1.45237 -0.17533 0.09
H 1.70978 -4.30737 0.46978 0.09
H 0.86285 -3.92990 -1.02765 0.09
H 1.96606 -3.07432 -2.97776 0.12
H 4.03997 -2.89732 -4.27469 0.11
H 8.50523 -3.34377 -3.24862 0.10
H 8.57029 -3.89882 -0.81687 0.10
H 4.21283 -3.99188 0.55731 0.12
C -4.99162 1.09038 0.29165 -0.02
C -4.04873 2.12844 -0.26784 -0.50
O -3.56829 2.01084 -1.37275 0.05
C -3.73072 3.29346 0.63026 -0.01
H -5.14047 0.29486 -0.43452 0.08
H -4.57554 0.67788 1.21270 0.08
H -5.95088 1.55072 0.53519 0.08
H -3.27542 2.93218 1.55297 0.06
H -4.64179 3.84223 0.87713 0.09
H -3.03940 3.96366 0.12449 0.07
C 0.69172 -7.49566 1.95107 -0.02
C 0.47470 -6.25483 2.78365 -0.50
O 0.15975 -5.20455 2.27800 0.06
C 0.67450 -6.39253 4.27446 -0.03
H 0.52037 -7.26742 0.90170 0.08
H 1.71109 -7.86200 2.08522 0.09
H 0.00928 -8.28488 2.27136 0.08
H 1.69324 -6.72174 4.48574 0.08
H -0.00808 -7.14373 4.67524 0.08
H 0.49172 -5.43705 4.75948 0.08
C -4.55333 1.56301 5.41039 -0.02
C -3.59289 2.59833 4.87804 -0.49
O -3.11211 2.50878 3.77278 0.06
C -3.26306 3.75222 5.79182 -0.02
H -4.71037 0.78738 4.66509 0.08
H -4.15356 1.11744 6.32266 0.09
H -5.50700 2.03162 5.65883 0.09
H -2.81959 3.38053 6.71705 0.09
H -4.17392 4.29359 6.05260 0.09
H -2.56795 4.42575 5.29748 0.08
C 1.45826 -5.99699 -4.54477 -0.03
C 0.12066 -5.93954 -3.84643 -0.50
O 0.03546 -5.86548 -2.64358 0.06
C -1.10551 -5.97233 -4.72764 -0.02
H 2.25503 -5.96067 -3.80544 0.08
H 1.54130 -6.91528 -5.12842 0.08
H 1.55978 -5.15057 -5.22643 0.09
H -1.11643 -6.88943 -5.31903 0.08
H -1.08992 -5.12958 -5.42078 0.08
H -2.00090 -5.92265 -4.11338 0.08
C -2.49671 7.20290 -1.69547 -0.02
C -3.77635 7.30877 -0.90085 -0.51
O -3.77661 7.27016 0.30655 0.06
C -5.05555 7.45889 -1.68930 -0.03
H -1.65748 7.09294 -1.01273 0.07
H -2.53838 6.33879 -2.36098 0.09
H -2.35728 8.09800 -2.30388 0.08
H -5.18325 6.60610 -2.35822 0.08
H -5.01512 8.36175 -2.30093 0.08
H -5.90074 7.51838 -1.00823 0.08

***

3.
98
Properties=species:S:1:pos:R:3:lowdin_charge:R:1 method="wB97M-V/def2-TZVPD" spin_multiplicity=6 s2=8.95 orbital_gap_ev="3.967 / 5.884" charge=-1
Sm 0.13107 1.01084 1.05437 0.92
Cl 0.73778 1.70113 3.31941 0.09
P -0.92926 -0.45599 -0.99271 1.00
C 1.49955 1.75270 -0.52867 -0.22
H 1.36207 2.72717 -1.03347 -0.04
H 2.37542 1.12849 -0.60653 -0.05
C -1.52084 -1.69791 0.27546 -0.42
C 0.53744 -1.07029 -1.87735 -0.44
C -2.50939 -2.66053 -0.36365 -0.22
H -0.59423 -2.24288 0.54237 0.10
C -2.84318 -3.78200 0.63097 -0.19
H -3.43643 -2.12602 -0.62434 0.10
H -2.10713 -3.08842 -1.29676 0.10
C -3.40141 -3.22004 1.94201 -0.20
H -3.55932 -4.47588 0.17598 0.10
H -1.92886 -4.35714 0.84023 0.12
C -2.44003 -2.21158 2.56063 -0.19
H -4.35988 -2.72665 1.74102 0.11
H -3.60221 -4.03053 2.64888 0.11
C -2.08567 -1.08796 1.56518 -0.23
H -2.86345 -1.76870 3.47165 0.12
H -1.50947 -2.71253 2.85474 0.08
H -2.98708 -0.49207 1.34810 0.11
H -1.35343 -0.41170 2.07634 0.04
C -2.13620 0.29242 -2.01510 -0.48
C 0.91683 -0.12260 -3.02800 -0.21
H 1.37473 -1.04485 -1.14150 0.11
C 2.20921 -0.62358 -3.68141 -0.19
H 0.11480 -0.10227 -3.78074 0.10
H 1.04499 0.89986 -2.65243 0.08
C 2.07136 -2.07373 -4.14224 -0.21
H 2.46955 0.02733 -4.52239 0.11
H 3.02564 -0.54922 -2.94916 0.12
C 1.65955 -2.98922 -2.98500 -0.20
H 1.31150 -2.13074 -4.93222 0.11
H 3.01150 -2.42293 -4.58277 0.10
C 0.36508 -2.51719 -2.31655 -0.22
H 1.53882 -4.02090 -3.33277 0.10
H 2.45833 -2.99560 -2.22945 0.12
H -0.47460 -2.61479 -3.02393 0.10
H 0.13591 -3.15733 -1.45152 0.10
C -3.39777 0.79426 -1.30065 -0.19
H -1.61569 1.17274 -2.44609 0.12
C -4.32325 1.49321 -2.30467 -0.19
H -3.92180 -0.06007 -0.84525 0.11
H -3.16816 1.49666 -0.48724 0.07
C -4.66995 0.57154 -3.47752 -0.21
H -5.23503 1.82537 -1.79461 0.11
H -3.82007 2.39239 -2.68616 0.12
C -3.39985 0.03259 -4.14177 -0.19
H -5.26708 -0.27288 -3.10812 0.11
H -5.28693 1.10173 -4.20969 0.10
C -2.48407 -0.66576 -3.11929 -0.23
H -3.65210 -0.66892 -4.94509 0.10
H -2.84720 0.86431 -4.60008 0.12
H -3.01260 -1.53833 -2.70189 0.11
H -1.59074 -1.04884 -3.63082 0.08
C -1.74254 2.65721 1.19698 -0.36
C -1.08379 3.10391 0.05827 -0.30
H -2.42074 1.76808 1.14371 0.06
C -0.30713 4.36886 0.03332 -0.24
H -1.30224 2.61930 -0.91966 0.08
C 0.02465 4.85341 1.45613 -0.20
H 0.59290 4.29907 -0.57007 0.07
H -0.95781 5.11180 -0.45266 0.11
C -1.22870 4.84794 2.33124 -0.20
H 0.78189 4.18858 1.90614 0.08
H 0.46190 5.85852 1.41192 0.10
C -1.83786 3.43856 2.45425 -0.28
H -1.01326 5.25366 3.32588 0.10
H -1.97480 5.50944 1.87330 0.10
H -1.34521 2.90992 3.29556 0.02
H -2.89661 3.50111 2.71481 0.10
C 0.92177 -2.38993 2.98550 -0.18
Si 2.51847 -1.42262 2.65131 0.35
C 2.91214 -0.65649 4.32181 -0.20
C 3.79491 -2.75155 2.39078 -0.20
N 2.43752 -0.18902 1.42859 -0.20
C 3.50400 0.55389 1.33331 -0.50
C 3.56959 1.99203 1.56551 -0.08
C 4.75091 2.73868 1.50064 -0.12
C 5.95754 2.11396 1.20303 -0.16
C 5.97359 0.73812 0.94227 -0.13
C 4.79774 -0.01285 0.98556 -0.06
H 1.09487 -3.07631 3.82279 0.04
H 0.65565 -2.95768 2.09311 0.02
H 0.19189 -1.63306 3.27764 0.01
H 3.03509 -1.44390 5.06810 0.02
H 3.84296 -0.10133 4.22532 0.03
H 2.12245 0.01915 4.65357 -0.04
H 3.65516 -3.24084 1.42498 0.02
H 4.79580 -2.32604 2.45691 0.02
H 3.71102 -3.50496 3.18166 0.02
H 2.64305 2.52934 1.77966 0.02
H 4.71341 3.81190 1.69442 0.09
H 6.87680 2.69921 1.16283 0.08
H 6.91657 0.25262 0.69089 0.08
H 4.83974 -1.07790 0.74294 0.08

***

4.
111
Properties=species:S:1:pos:R:3:lowdin_charge:R:1 method="wB97M-V/def2-TZVPD" spin_multiplicity=1 orbital_gap_ev=10.091
C -2.42705 3.00080 7.39356 -0.12
C -2.63109 1.52745 7.75076 -0.27
C -2.39016 0.58764 6.56132 -0.22
C -3.08451 -0.78245 6.68835 -0.20
C -2.16070 -1.94698 7.10553 -0.21
C -2.34793 -3.19844 6.24264 -0.21
C -1.81207 -2.98643 4.81303 -0.21
C -0.43683 -3.64154 4.57218 -0.19
C 0.51889 -2.82563 3.67718 -0.20
C 0.66115 -3.37547 2.25097 -0.21
C -0.42163 -2.84952 1.28792 -0.20
C -0.75127 -3.82971 0.15590 -0.22
C 0.28546 -3.83618 -0.97506 -0.20
C 0.36181 -2.48796 -1.71760 -0.20
C 0.56813 -2.61072 -3.24307 -0.18
C -0.36699 -1.69663 -4.07291 -0.23
C 0.37965 -0.96352 -5.19123 -0.19
C -0.34611 0.23054 -5.86385 -0.19
C -1.62437 0.73758 -5.19892 -0.20
C -2.86312 -0.12215 -5.46568 -0.12
C -4.01456 0.20777 -4.53389 -0.32
O -5.19419 0.63654 -5.27125 -0.16
S -6.52836 0.31475 -4.45165 0.61
O -7.23157 -0.73473 -5.10763 -0.22
O -7.18060 1.52413 -4.10514 -0.21
O -5.78913 -0.28745 -3.16213 -0.21
C -4.58674 -0.90698 -3.67188 -0.71
Cl -3.58012 -1.41957 -2.35320 0.78
H -1.37259 3.21624 7.20328 0.07
H -2.98175 3.24616 6.48517 0.07
H -2.76581 3.65893 8.19474 0.06
H -3.65277 1.39461 8.11850 0.10
H -1.95264 1.25454 8.56347 0.11
H -1.31178 0.41710 6.48240 0.10
H -2.69111 1.08679 5.63605 0.10
H -3.88324 -0.70330 7.43189 0.10
H -3.57693 -1.03031 5.74471 0.10
H -1.11195 -1.64193 7.02425 0.10
H -2.32690 -2.19331 8.15746 0.11
H -3.40410 -3.48265 6.22998 0.10
H -1.80021 -4.01924 6.71452 0.10
H -1.71884 -1.91386 4.61677 0.10
H -2.54735 -3.36304 4.09584 0.10
H 0.03951 -3.77405 5.54549 0.09
H -0.57898 -4.63647 4.14178 0.11
H 0.18494 -1.78518 3.64405 0.11
H 1.50619 -2.81713 4.14200 0.09
H 1.65273 -3.11129 1.86902 0.10
H 0.62487 -4.46935 2.27734 0.10
H -1.32326 -2.64398 1.87298 0.10
H -0.07453 -1.89585 0.88020 0.10
H -0.79978 -4.83027 0.59612 0.11
H -1.73599 -3.59143 -0.26055 0.10
H -0.00863 -4.61048 -1.68690 0.10
H 1.25308 -4.08890 -0.53386 0.11
H -0.56984 -1.94631 -1.51785 0.09
H 1.15451 -1.86752 -1.29515 0.11
H 1.60714 -2.37117 -3.48748 0.10
H 0.41558 -3.65487 -3.52385 0.10
H -0.83593 -1.00352 -3.37802 0.06
H -1.11540 -2.34255 -4.53716 0.10
H 0.59542 -1.70830 -5.96488 0.11
H 1.35072 -0.62367 -4.82885 0.09
H -0.54960 0.01861 -6.91835 0.11
H 0.34916 1.07402 -5.86334 0.09
H -1.47285 0.86381 -4.12357 0.10
H -1.83216 1.74190 -5.58508 0.12
H -2.61898 -1.18516 -5.40557 0.11
H -3.21659 0.05538 -6.48447 0.13
H -3.75301 1.02657 -3.85504 0.16
H -4.88300 -1.75984 -4.28608 0.13
C 4.07225 1.99870 -3.08127 -0.09
C 3.22930 2.82149 -4.03668 -0.09
O 1.99022 2.08798 -4.04307 0.06
C 1.90936 1.36763 -2.90920 -0.58
O 0.93531 0.78415 -2.54664 0.15
O 3.07768 1.39858 -2.23429 0.05
H 4.76104 2.58742 -2.48247 0.14
H 4.61934 1.20277 -3.58759 0.14
H 3.03406 3.82693 -3.66148 0.14
H 3.63620 2.88208 -5.03695 0.11
C 4.81073 -0.81218 6.62078 -0.11
C 3.97423 0.00889 5.65785 -0.11
O 2.79424 -0.79301 5.53049 0.05
C 2.68353 -1.57468 6.62598 -0.57
O 1.73096 -2.22951 6.89897 0.16
O 3.81206 -1.50913 7.37248 0.06
H 5.42422 -0.21419 7.28890 0.13
H 5.43652 -1.54543 6.10888 0.13
H 3.69353 0.97970 6.06761 0.13
H 4.42977 0.15094 4.68256 0.13
C 2.87957 5.42409 -9.06859 -0.11
C 2.28875 4.09097 -8.64666 -0.11
O 3.22544 3.65175 -7.65422 0.05
C 3.86216 4.73632 -7.15708 -0.57
O 4.56814 4.71409 -6.19927 0.15
O 3.57764 5.83278 -7.88485 0.07
H 2.13648 6.17042 -9.33325 0.13
H 3.60171 5.32281 -9.87964 0.13
H 1.30945 4.19663 -8.17787 0.13
H 2.23183 3.36066 -9.44841 0.13
C 1.61480 3.75549 0.07741 -0.11
C 1.01761 2.42698 0.49561 -0.10
O 1.94772 1.98231 1.49138 0.07
C 2.58978 3.05943 1.99099 -0.57
O 3.30799 3.04600 2.93744 0.16
O 2.30925 4.16456 1.25894 0.06
H 0.87524 4.50236 -0.19849 0.13
H 2.34086 3.64474 -0.73119 0.12
H 0.03564 2.54091 0.95822 0.14
H 0.95204 1.70268 -0.31152 0.11